No. 1
{
  "formula": "C25H32N2O4",
  "method": "ωB97M-V/def2-TZVPD",
  "elements": ["C", "O", "C", "C", "C", "C", "N", "C", "O", "C", "N", "C", "C", "C", "O", "C", "C", "C", "C", "C", "C", "C", "C", "C", "C", "C", "C", "O", "C", "C", "C", "H", "H", "H", "H", "H", "H", "H", "H", "H", "H", "H", "H", "H", "H", "H", "H", "H", "H", "H", "H", "H", "H", "H", "H", "H", "H", "H", "H", "H", "H", "H", "H"],
  "coordinates": [[7.326, 0.076, -0.888], [6.260, -0.839, -0.875], [5.089, -0.462, -0.279], [4.855, 0.770, 0.317], [3.629, 1.046, 0.900], [2.615, 0.097, 0.892], [1.362, 0.316, 1.463], [0.786, 1.489, 1.813], [1.334, 2.571, 1.866], [-0.679, 1.307, 2.221], [-1.255, 0.118, 1.638], [-2.385, -0.451, 2.333], [-2.436, -1.955, 2.026], [-1.880, -2.258, 0.616], [-0.468, -2.403, 0.665], [-2.528, -3.540, 0.067], [-2.089, -3.816, -1.367], [-2.474, -2.643, -2.260], [-1.797, -1.374, -1.756], [-2.189, -1.070, -0.309], [-1.429, 0.172, 0.180], [-2.026, 1.479, -0.303], [-3.370, 1.792, -0.192], [-3.855, 3.036, -0.564], [-2.981, 3.990, -1.047], [-1.633, 3.703, -1.174], [-1.145, 2.453, -0.813], [0.159, 2.081, -0.931], [1.124, 3.052, -1.259], [2.848, -1.139, 0.286], [4.068, -1.414, -0.289], [7.644, 0.340, 0.126], [8.144, -0.430, -1.400], [7.068, 0.989, -1.436], [5.619, 1.531, 0.341], [3.453, 2.005, 1.358], [0.724, -0.477, 1.442], [-0.687, 1.198, 3.311], [-1.218, 2.237, 1.981], [-3.337, 0.028, 2.057], [-2.251, -0.302, 3.407], [-3.463, -2.312, 2.107], [-1.834, -2.500, 2.756], [-0.267, -3.188, 1.187], [-3.614, -3.427, 0.094], [-2.262, -4.381, 0.715], [-1.005, -3.948, -1.396], [-2.554, -4.738, -1.723], [-2.170, -2.840, -3.289], [-3.560, -2.515, -2.249], [-0.715, -1.503, -1.805], [-2.068, -0.521, -2.381], [-3.268, -0.904, -0.266], [-0.425, 0.118, -0.251], [-4.063, 1.060, 0.194], [-4.907, 3.257, -0.468], [-3.344, 4.967, -1.331], [-0.966, 4.462, -1.551], [1.143, 3.852, -0.514], [2.077, 2.527, -1.240], [0.956, 3.469, -2.257], [2.056, -1.872, 0.264], [4.259, -2.365, -0.761]],
  "gap_ev": 8.27,
  "smiles": "COc1ccc(NC(=O)CN2CC[C@@]3(O)CCCC[C@@H]3[C@H]2c2ccccc2OC)cc1",
  "charge": 0,
  "de_lowest_kcal_mol": 41.5,
  "e_homo_ev": -7.6,
  "energy_ev": -37615.2393,
  "fmax_ev_per_a": 1.1
}


No. 2
{
  "formula": "C25H32NO3",
  "method": "ωB97M-V/def2-TZVPD",
  "elements": ["C", "C", "C", "C", "C", "C", "N", "C", "C", "O", "H", "H", "H", "H", "H", "H", "H", "H", "H", "H", "H", "H", "H", "H", "H", "C", "O", "C", "C", "C", "C", "C", "C", "C", "C", "C", "C", "C", "O", "C", "C", "C", "C", "C", "H", "H", "H", "H", "H", "H", "H", "H", "H", "H", "H", "H", "H", "H", "H", "H", "H"],
  "coordinates": [[-3.660, -2.443, 2.465], [-2.551, -3.490, 2.465], [-2.697, -4.372, 3.703], [-2.668, -4.329, 1.194], [-1.144, -2.811, 2.513], [-0.964, -1.474, 2.545], [-0.092, -3.721, 2.531], [1.175, -3.440, 3.019], [2.165, -4.574, 2.895], [1.484, -2.371, 3.529], [-3.595, -1.797, 1.582], [-4.643, -2.933, 2.445], [-3.618, -1.819, 3.365], [-1.947, -5.170, 3.732], [-2.603, -3.770, 4.615], [-3.684, -4.850, 3.718], [-1.944, -5.149, 1.161], [-3.665, -4.781, 1.136], [-2.531, -3.700, 0.307], [0.030, -1.035, 2.631], [-1.831, -0.814, 2.506], [-0.235, -4.692, 2.272], [1.852, -5.376, 2.217], [3.108, -4.147, 2.540], [2.352, -4.988, 3.895], [1.296, 7.716, 1.936], [0.482, 6.719, 2.604], [0.311, 5.539, 1.958], [-0.456, 4.538, 2.611], [-0.646, 3.321, 2.003], [-0.090, 3.032, 0.720], [-0.295, 1.769, 0.089], [0.112, 1.510, -1.215], [0.025, 0.292, -1.877], [0.557, 0.079, -3.182], [0.334, -1.149, -3.875], [0.848, -1.368, -5.129], [1.622, -0.357, -5.759], [2.124, -0.631, -6.989], [2.933, 0.397, -7.612], [1.853, 0.875, -5.100], [1.331, 1.078, -3.840], [0.677, 4.055, 0.091], [0.873, 5.283, 0.685], [1.304, 8.551, 2.637], [2.320, 7.349, 1.761], [0.852, 8.021, 0.975], [-0.872, 4.767, 3.590], [-1.235, 2.546, 2.495], [-0.812, 0.987, 0.643], [0.509, 2.347, -1.783], [-0.483, -0.535, -1.382], [-0.261, -1.917, -3.382], [0.688, -2.302, -5.665], [3.223, -0.050, -8.562], [2.354, 1.319, -7.779], [3.822, 0.633, -7.007], [2.448, 1.656, -5.580], [1.544, 2.032, -3.360], [1.144, 3.896, -0.880], [1.468, 6.048, 0.178]],
  "gap_ev": 5.63,
  "charge": 1,
  "de_lowest_kcal_mol": 0.0,
  "e_homo_ev": -10.6,
  "energy_ev": -34069.3613,
  "fmax_ev_per_a": 1.5
}


No. 3
{
  "formula": "C25H33BF5IN6SiW",
  "method": "ωB97M-V/def2-TZVPD",
  "elements": ["W", "C", "C", "C", "C", "C", "N", "N", "B", "N", "N", "C", "C", "C", "C", "C", "N", "N", "C", "C", "C", "C", "C", "H", "H", "H", "H", "H", "H", "H", "H", "H", "H", "H", "H", "H", "H", "H", "H", "H", "H", "H", "H", "H", "H", "C", "Si", "C", "C", "C", "C", "C", "C", "C", "H", "H", "H", "H", "H", "H", "H", "H", "H", "H", "H", "F", "C", "F", "C", "F", "F", "F", "I"],
  "coordinates": [[-0.233, -0.145, -0.121], [-1.350, -2.098, 3.171], [-0.433, -0.923, 3.256], [0.045, -0.368, 4.447], [0.841, 0.692, 4.078], [1.613, 1.636, 4.941], [0.839, 0.751, 2.738], [0.053, -0.239, 2.213], [1.600, 1.719, 1.835], [0.651, 2.563, 0.963], [-0.182, 1.984, 0.028], [-0.794, 3.012, -0.624], [-1.722, 2.866, -1.768], [-0.370, 4.208, -0.086], [0.542, 3.885, 0.907], [1.314, 4.808, 1.792], [2.522, 0.922, 0.902], [2.022, -0.029, 0.048], [3.097, -0.627, -0.507], [3.074, -1.804, -1.417], [4.262, -0.035, -0.028], [3.857, 0.936, 0.860], [4.693, 1.862, 1.683], [-1.262, -2.676, 4.092], [-2.383, -1.777, 3.064], [-1.115, -2.740, 2.328], [-0.164, -0.710, 5.448], [1.441, 1.381, 5.985], [2.686, 1.580, 4.748], [1.306, 2.671, 4.788], [2.258, 2.462, 2.506], [-1.952, 1.832, -1.975], [-2.652, 3.394, -1.567], [-1.257, 3.295, -2.656], [-0.677, 5.196, -0.392], [1.038, 5.835, 1.561], [1.108, 4.621, 2.845], [2.388, 4.696, 1.642], [2.115, -1.962, -1.872], [3.823, -1.677, -2.202], [3.321, -2.705, -0.852], [5.274, -0.300, -0.290], [5.742, 1.686, 1.458], [4.468, 2.908, 1.469], [4.539, 1.704, 2.751], [0.781, -1.319, -3.708], [-0.168, -0.024, -2.717], [-1.824, -0.144, -3.594], [0.681, 1.573, -3.317], [1.725, 2.199, -2.621], [2.356, 3.338, -3.114], [1.955, 3.890, -4.323], [0.934, 3.280, -5.043], [0.315, 2.137, -4.547], [0.431, -1.199, -4.738], [0.581, -2.349, -3.400], [1.856, -1.149, -3.706], [-1.614, -0.214, -4.667], [-2.520, 0.678, -3.438], [-2.329, -1.068, -3.301], [2.062, 1.794, -1.673], [3.160, 3.797, -2.548], [2.437, 4.782, -4.705], [0.619, 3.696, -5.993], [-0.485, 1.688, -5.128], [-2.543, 0.743, 1.530], [-2.454, -0.060, 0.387], [-2.696, -1.351, 0.831], [-3.798, 0.265, -0.316], [-3.965, 1.577, -0.507], [-3.909, -0.348, -1.495], [-4.820, -0.143, 0.444], [-0.103, -2.856, -0.326]],
  "gap_ev": [6.52, 7.26],
  "charge": 0,
  "de_lowest_kcal_mol": 8.6,
  "e_homo_ev": [-8.2, -8.2],
  "energy_ev": -67473.1298,
  "fmax_ev_per_a": 0.6,
  "s2": 2.02,
  "spin_multiplicity": 3
}


Repeat the second record exactly.
{
  "formula": "C25H32NO3",
  "method": "ωB97M-V/def2-TZVPD",
  "elements": ["C", "C", "C", "C", "C", "C", "N", "C", "C", "O", "H", "H", "H", "H", "H", "H", "H", "H", "H", "H", "H", "H", "H", "H", "H", "C", "O", "C", "C", "C", "C", "C", "C", "C", "C", "C", "C", "C", "O", "C", "C", "C", "C", "C", "H", "H", "H", "H", "H", "H", "H", "H", "H", "H", "H", "H", "H", "H", "H", "H", "H"],
  "coordinates": [[-3.660, -2.443, 2.465], [-2.551, -3.490, 2.465], [-2.697, -4.372, 3.703], [-2.668, -4.329, 1.194], [-1.144, -2.811, 2.513], [-0.964, -1.474, 2.545], [-0.092, -3.721, 2.531], [1.175, -3.440, 3.019], [2.165, -4.574, 2.895], [1.484, -2.371, 3.529], [-3.595, -1.797, 1.582], [-4.643, -2.933, 2.445], [-3.618, -1.819, 3.365], [-1.947, -5.170, 3.732], [-2.603, -3.770, 4.615], [-3.684, -4.850, 3.718], [-1.944, -5.149, 1.161], [-3.665, -4.781, 1.136], [-2.531, -3.700, 0.307], [0.030, -1.035, 2.631], [-1.831, -0.814, 2.506], [-0.235, -4.692, 2.272], [1.852, -5.376, 2.217], [3.108, -4.147, 2.540], [2.352, -4.988, 3.895], [1.296, 7.716, 1.936], [0.482, 6.719, 2.604], [0.311, 5.539, 1.958], [-0.456, 4.538, 2.611], [-0.646, 3.321, 2.003], [-0.090, 3.032, 0.720], [-0.295, 1.769, 0.089], [0.112, 1.510, -1.215], [0.025, 0.292, -1.877], [0.557, 0.079, -3.182], [0.334, -1.149, -3.875], [0.848, -1.368, -5.129], [1.622, -0.357, -5.759], [2.124, -0.631, -6.989], [2.933, 0.397, -7.612], [1.853, 0.875, -5.100], [1.331, 1.078, -3.840], [0.677, 4.055, 0.091], [0.873, 5.283, 0.685], [1.304, 8.551, 2.637], [2.320, 7.349, 1.761], [0.852, 8.021, 0.975], [-0.872, 4.767, 3.590], [-1.235, 2.546, 2.495], [-0.812, 0.987, 0.643], [0.509, 2.347, -1.783], [-0.483, -0.535, -1.382], [-0.261, -1.917, -3.382], [0.688, -2.302, -5.665], [3.223, -0.050, -8.562], [2.354, 1.319, -7.779], [3.822, 0.633, -7.007], [2.448, 1.656, -5.580], [1.544, 2.032, -3.360], [1.144, 3.896, -0.880], [1.468, 6.048, 0.178]],
  "gap_ev": 5.63,
  "charge": 1,
  "de_lowest_kcal_mol": 0.0,
  "e_homo_ev": -10.6,
  "energy_ev": -34069.3613,
  "fmax_ev_per_a": 1.5
}


The highest charge belongs to which entry?
C25H32NO3


Which of these has the highest charge?
C25H32NO3